The following is a quantum chemistry calculation of a 12-piece molecular cluster, C6H33N2O11 overall, from the Open Molecules 2025 dataset.

ORCA input file:
```
! wB97M-V def2-TZVPD RIJCOSX def2/J DEFGRID3
* xyz 1 1
C -0.915 1.105 1.777
C 0.542 1.330 1.408
C 0.969 0.530 0.205
C 2.210 -0.013 -0.021
N 2.196 -0.590 -1.265
C 0.979 -0.401 -1.850
C 0.188 0.280 -0.961
N -1.160 -0.330 2.082
H -1.580 1.389 0.978
H -1.207 1.697 2.640
H 0.671 2.397 1.231
H 1.180 1.111 2.252
H 3.078 0.003 0.614
H 3.008 -0.962 -1.705
H 0.768 -0.782 -2.837
H -0.843 0.575 -1.091
H -0.567 -0.689 2.843
H -2.136 -0.521 2.319
H -0.958 -0.926 1.268
H -4.256 -1.031 0.371
H -2.876 -1.304 -0.248
O -3.313 -0.918 0.548
H 1.897 -4.894 0.702
H 2.237 -3.505 0.103
O 1.702 -3.961 0.784
H -2.213 2.608 -4.411
H -0.945 2.431 -3.529
O -1.909 2.208 -3.600
H -2.161 0.467 -3.683
H -3.058 -0.640 -4.262
O -2.277 -0.506 -3.735
H 3.887 3.102 2.055
H 3.312 1.689 2.199
O 3.206 2.522 1.714
H 0.060 -3.359 0.853
H -1.487 -3.211 0.644
O -0.726 -2.843 1.107
H -2.680 4.221 -1.278
H -2.125 2.953 -1.973
O -2.055 3.497 -1.166
H -1.086 -2.050 -1.378
H -2.160 -1.512 -2.332
O -2.043 -2.049 -1.520
H 0.906 -2.471 2.837
H 0.859 -2.267 4.350
O 0.949 -1.783 3.521
H 2.427 -0.726 3.344
H 3.932 -0.617 3.715
O 3.204 -0.122 3.337
H 1.121 2.258 -2.990
H 0.621 3.608 -2.605
O 0.626 3.004 -3.359
*
```

Summary:
calculated total energy = -1185.433360 Ha
Kohn-Sham gap = 0.3248 hartree
HOMO = -11.31 eV
ΔE to the lowest compared entry with this formula, charge and spin = 25.76 kcal/mol
LUMO energy = -2.47 eV


The following is a quantum chemistry calculation of a 9-piece molecular cluster, C6H33N2O8 overall, from the Open Molecules 2025 dataset.

ORCA input file:
```
! wB97M-V def2-TZVPD RIJCOSX def2/J DEFGRID3
* xyz 1 1
N -1.472 1.078 2.367
C -1.603 1.160 0.877
C -2.960 0.652 0.428
C -0.444 0.329 0.303
N 0.802 0.636 0.999
C 1.655 1.604 0.304
C 2.365 1.053 -0.938
C 3.493 0.090 -0.565
H -1.750 0.117 2.709
H -2.022 1.787 2.843
H -0.468 1.196 2.566
H -1.491 2.211 0.609
H -3.762 1.315 0.757
H -2.998 0.601 -0.660
H -3.172 -0.340 0.825
H -0.387 0.532 -0.770
H -0.690 -0.727 0.429
H 1.308 -0.219 1.189
H 1.040 2.469 0.044
H 2.410 1.946 1.016
H 2.755 1.893 -1.514
H 1.642 0.515 -1.559
H 4.201 0.586 0.106
H 3.112 -0.799 -0.065
H 4.077 -0.203 -1.436
H 0.332 -2.475 1.885
H -0.652 -2.939 0.768
O -0.575 -2.828 1.734
H -1.466 2.294 -2.299
H -2.366 1.808 -3.471
O -1.895 1.504 -2.689
H -2.353 -1.793 3.902
H -1.703 -1.956 2.485
O -2.292 -1.376 3.034
H -0.567 -1.162 -3.822
H -1.021 -0.048 -2.803
O -0.504 -0.878 -2.906
H 1.458 -2.816 -0.824
H 2.822 -2.202 -1.296
O 2.418 -2.749 -0.614
H -0.528 -2.102 -1.718
H -0.726 -3.622 -1.528
O -0.377 -2.844 -1.087
H 2.268 -2.118 0.989
H 2.655 -2.120 2.514
O 2.025 -1.770 1.879
H -1.558 4.570 -1.497
H -0.129 4.276 -1.942
O -0.907 3.864 -1.555
*
```

Summary:
calculated total energy = -959.689466 Ha
Kohn-Sham gap = 0.3529 hartree
HOMO = -12.01 eV
ΔE to the lowest compared entry with this formula, charge and spin = 0.00 kcal/mol
LUMO energy = -2.41 eV


The following is a quantum chemistry calculation of a 12-piece molecular cluster, C6H33NO11 overall at a distorted geometry, from the Open Molecules 2025 dataset.

ORCA input file:
```
! wB97M-V def2-TZVPD RIJCOSX def2/J DEFGRID3
* xyz 0 1
C -0.388 -1.134 2.458
C -0.297 -0.059 1.426
C -1.024 1.060 1.383
N -2.075 1.329 2.279
C -0.909 2.096 0.328
C 0.219 2.672 -0.074
C 0.274 3.717 -1.152
H -0.951 -0.853 3.347
H 0.591 -1.426 2.821
H -0.845 -2.035 2.055
H 0.400 -0.211 0.619
H -2.227 2.320 2.457
H -2.018 0.852 3.176
H -1.866 2.368 -0.137
H 1.167 2.480 0.435
H 0.898 3.416 -2.015
H 0.717 4.632 -0.777
H -0.713 3.919 -1.548
O 3.958 -1.888 -0.799
H 3.425 -2.503 -0.231
H 3.773 -2.146 -1.734
O 0.400 -2.101 -3.156
H -0.491 -1.977 -3.514
H 0.694 -1.233 -2.796
O 0.809 0.406 -2.002
H 1.599 0.472 -1.380
H 0.732 1.249 -2.498
O -2.332 -2.945 -0.731
H -2.911 -3.496 -1.257
H -2.057 -2.170 -1.291
O -1.878 4.321 2.350
H -2.551 5.045 2.252
H -1.235 4.486 1.617
O 0.266 -3.914 -1.147
H 0.338 -3.324 -1.924
H -0.627 -3.686 -0.804
O -1.903 -0.580 -2.033
H -1.001 -0.208 -1.806
H -2.575 -0.313 -1.380
O 2.303 -3.552 0.506
H 2.599 -4.464 0.605
H 1.485 -3.598 -0.049
O 2.670 1.274 2.449
H 2.736 0.894 1.543
H 1.734 1.182 2.682
O -3.837 -0.413 -0.176
H -3.578 0.101 0.634
H -3.612 -1.355 0.059
O 2.986 0.537 -0.247
H 3.369 -0.379 -0.429
H 3.761 1.134 -0.396
*
```

Summary:
calculated total energy = -1130.840587 Ha
Kohn-Sham gap = 0.3088 hartree
HOMO = -8.14 eV
ΔE to the lowest compared entry with this formula, charge and spin = 35.95 kcal/mol
LUMO energy = 0.27 eV


The following is a quantum chemistry calculation of a 11-piece molecular cluster, C6H33NO11 overall at a distorted geometry, from the Open Molecules 2025 dataset.

ORCA input file:
```
! wB97M-V def2-TZVPD RIJCOSX def2/J DEFGRID3
* xyz 0 1
C -2.020 -1.578 -0.954
N -1.986 -0.412 -1.871
C -1.286 0.779 -1.670
O -0.897 1.519 -2.523
C -1.081 1.222 -0.149
C -1.531 2.587 0.165
C -1.951 2.805 1.737
C -0.457 3.527 -0.249
H -2.756 -1.338 -0.122
H -2.113 -2.690 -1.212
H -1.051 -1.737 -0.387
H -1.726 -0.811 -2.856
H -1.422 0.435 0.687
H 0.065 1.028 0.203
H -2.313 2.893 -0.650
H -1.514 3.660 2.028
H -3.036 2.639 1.841
H -1.420 1.965 2.158
H -0.888 4.583 -0.040
H 0.590 3.510 0.187
H -0.282 3.362 -1.470
O -0.150 -2.456 2.807
H 0.158 -2.793 3.626
H 0.515 -1.920 2.315
O 2.199 -1.402 2.251
H 2.366 -0.597 1.740
H 2.741 -2.190 1.971
O 2.355 0.482 0.595
H 2.681 0.068 -0.102
H 2.494 1.416 0.349
O -2.483 -0.736 2.921
H -2.052 -1.107 3.756
H -1.961 -1.091 2.284
O 3.283 2.923 -0.112
H 3.976 2.361 -0.318
H 2.936 3.093 -0.973
O 2.890 -2.873 -0.165
H 1.971 -2.972 -0.337
H 3.353 -3.643 0.131
O 0.028 -3.714 0.344
H 0.076 -4.606 0.237
H -0.090 -3.322 1.210
O 4.157 0.072 -1.473
H 3.785 -0.322 -2.318
H 4.368 -0.665 -0.953
O -5.042 -0.525 -0.459
H -4.206 -0.653 -0.915
H -4.847 0.152 0.146
O 1.340 0.107 -2.606
H 1.321 0.892 -3.097
H 0.698 0.054 -1.942
*
```

Summary:
calculated total energy = -1130.676591 Ha
Kohn-Sham gap = 0.3594 hartree
HOMO = -9.73 eV
ΔE to the lowest compared entry with this formula, charge and spin = 138.86 kcal/mol
LUMO energy = 0.05 eV


The following is a quantum chemistry calculation of a 9-piece molecular cluster, C6H34BNO9 overall at a distorted geometry, from the Open Molecules 2025 dataset.

ORCA input file:
```
! wB97M-V def2-TZVPD RIJCOSX def2/J DEFGRID3
* xyz 0 1
C -0.966 -1.751 3.541
O -0.283 -1.902 2.190
C -1.151 -2.540 1.265
C -0.389 -2.538 -0.069
N -1.253 -2.927 -1.232
H -0.692 -2.654 -1.993
H -1.355 -3.736 -1.286
C -2.437 -2.111 -1.570
C -2.180 -0.618 -1.720
O -3.469 0.010 -1.963
C -4.109 0.349 -0.739
H -1.842 -1.023 3.336
H -0.208 -1.333 4.319
H -1.127 -2.805 3.945
H -2.256 -2.053 1.328
H -1.435 -3.547 1.842
H 0.599 -3.178 0.017
H 0.123 -1.488 -0.289
H -3.333 -2.330 -0.848
H -2.966 -2.443 -2.512
H -1.375 -0.337 -2.352
H -1.681 -0.429 -0.675
H -4.865 1.187 -1.003
H -3.359 0.821 -0.031
H -4.648 -0.515 -0.321
B 1.119 1.130 -0.435
H 0.341 0.588 0.511
H 0.384 1.611 -1.423
H 1.887 1.937 -0.024
H 1.869 0.221 -0.820
O 4.706 3.459 0.995
H 4.142 2.791 0.871
H 4.066 4.004 1.642
O -1.812 2.911 -0.313
H -1.952 2.642 0.590
H -1.158 2.331 -0.767
O 1.248 4.859 -1.911
H 0.892 3.990 -1.735
H 0.412 5.177 -1.757
O 2.351 -1.845 2.104
H 2.835 -1.332 1.472
H 1.448 -1.542 2.108
O 3.655 2.593 -2.377
H 4.164 3.496 -2.043
H 2.861 2.402 -1.833
O 3.325 -1.716 -2.710
H 3.394 -1.902 -1.683
H 3.494 -0.856 -2.926
O 0.824 0.784 3.374
H 0.412 1.059 2.521
H 1.744 1.114 3.367
*
```

Summary:
calculated total energy = -1005.397979 Ha
Kohn-Sham gap = 0.3155 hartree
HOMO = -9.39 eV
ΔE to the lowest compared entry with this formula, charge and spin = 27.93 kcal/mol
LUMO energy = -0.80 eV


The following is a quantum chemistry calculation of a 11-piece molecular cluster, C6H34N12O11 overall at a distorted geometry, from the Open Molecules 2025 dataset.

ORCA input file:
```
! wB97M-V def2-TZVPD RIJCOSX def2/J DEFGRID3
* xyz 0 1
N 2.947 3.935 -3.222
C 3.000 3.756 -1.890
N 1.828 4.142 -1.258
O 3.989 3.302 -1.333
H 3.791 3.595 -3.658
H 2.108 4.142 -3.728
H 2.040 4.466 -0.328
H 1.071 4.383 -1.866
N 1.566 -4.803 1.299
C 0.964 -3.617 1.520
N -0.104 -3.377 0.738
O 1.523 -2.778 2.241
H 2.404 -4.926 1.839
H 1.151 -5.538 0.760
H -0.492 -4.152 0.231
H -0.544 -2.499 0.564
N 0.595 1.371 -0.376
C 0.015 0.716 -1.394
N -0.604 -0.420 -0.965
O 0.006 1.090 -2.572
H 1.110 2.203 -0.618
H 0.442 1.097 0.577
H -0.360 -0.619 -0.007
H -1.067 -1.030 -1.622
N 2.802 0.059 2.820
C 3.398 1.232 2.579
N 4.408 1.550 3.435
O 3.105 2.043 1.687
H 1.960 -0.219 2.340
H 3.057 -0.449 3.646
H 4.934 0.895 3.982
H 4.743 2.492 3.343
N -2.972 -2.415 0.380
C -3.975 -3.335 0.336
N -4.816 -3.236 -0.715
O -4.186 -4.084 1.284
H -2.855 -1.667 -0.283
H -2.556 -2.254 1.282
H -5.666 -3.769 -0.673
H -4.682 -2.674 -1.541
N -2.846 0.311 2.914
C -1.539 0.454 2.663
N -0.933 1.570 3.128
O -0.902 -0.446 2.081
H -3.382 0.929 3.497
H -3.219 -0.602 2.718
H 0.007 1.740 2.820
H -1.623 2.173 3.540
O 3.510 -0.212 -0.350
H 3.401 0.639 0.099
H 3.538 0.012 -1.284
O -1.074 0.317 -5.170
H -0.323 0.246 -4.565
H -1.630 -0.431 -4.952
O -0.706 4.670 0.286
H -0.225 5.375 0.730
H -0.104 3.917 0.300
O -1.238 -2.328 -3.200
H -2.159 -2.611 -3.241
H -0.897 -2.482 -4.089
O -4.154 -0.903 -2.131
H -4.052 -0.017 -1.763
H -3.529 -0.929 -2.864
*
```

Summary:
calculated total energy = -1733.957438 Ha
Kohn-Sham gap = 0.3474 hartree
HOMO = -9.52 eV
ΔE to the lowest compared entry with this formula, charge and spin = 29.60 kcal/mol
LUMO energy = -0.06 eV


The following is a quantum chemistry calculation of a 11-piece molecular cluster, C6H34NO11 overall at a distorted geometry, from the Open Molecules 2025 dataset.

ORCA input file:
```
! wB97M-V def2-TZVPD RIJCOSX def2/J DEFGRID3
* xyz 1 1
O 2.834 -0.377 -2.266
C 1.811 -0.401 -1.627
C 0.625 0.445 -1.942
C -0.025 1.149 -0.693
C -1.559 1.237 -0.588
C -2.375 0.025 -0.923
C -2.650 -0.848 0.299
N 0.844 1.448 -3.017
H 1.705 -1.136 -0.824
H -0.197 -0.187 -2.271
H 0.445 2.139 -0.757
H 0.490 0.776 0.185
H -1.863 2.190 -1.019
H -1.609 1.456 0.485
H -1.902 -0.597 -1.693
H -3.359 0.203 -1.352
H -1.730 -1.057 0.842
H -3.566 -0.559 0.820
H -3.024 -1.886 0.184
H 1.716 1.967 -2.839
H 1.031 1.071 -3.947
H 0.143 2.198 -2.949
H -0.095 -1.659 2.751
H 1.413 -1.692 3.268
O 0.479 -1.718 3.516
H 0.474 -2.434 -1.642
H 0.388 -3.545 -2.549
O 0.468 -2.586 -2.608
H -2.934 1.331 3.158
H -1.355 1.316 3.403
O -2.088 1.009 2.849
H 3.688 -2.234 1.653
H 2.884 -0.949 1.388
O 2.850 -1.813 1.847
H 2.390 1.519 0.810
H 3.726 0.962 0.620
O 2.805 0.665 0.557
H 1.100 -2.484 1.096
H -0.267 -2.938 0.643
O 0.466 -2.369 0.368
H -0.936 4.289 -3.978
H -1.740 3.664 -2.898
O -1.287 3.427 -3.720
H -2.378 -4.271 -0.678
H -1.574 -3.597 -1.680
O -1.447 -4.203 -0.932
H 0.469 0.003 4.031
H 0.443 1.210 4.832
O 0.587 0.974 3.905
H 1.352 3.728 1.799
H 0.874 2.357 2.363
O 1.458 2.777 1.720
*
```

Summary:
calculated total energy = -1131.160073 Ha
Kohn-Sham gap = 0.3755 hartree
HOMO = -13.01 eV
ΔE to the lowest compared entry with this formula, charge and spin = 60.80 kcal/mol
LUMO energy = -2.79 eV


The following is a quantum chemistry calculation of a 13-piece molecular cluster, C6H34O13 overall at a distorted geometry, from the Open Molecules 2025 dataset.

ORCA input file:
```
! wB97M-V def2-TZVPD RIJCOSX def2/J DEFGRID3
* xyz 0 1
O 0.350 0.495 -2.484
C -0.471 1.240 -2.081
C -0.182 2.563 -1.571
C 0.878 2.493 -0.394
C 0.715 1.344 0.642
C 0.650 1.844 1.941
C 0.235 1.082 3.131
H -1.473 0.824 -1.922
H 0.244 3.316 -2.336
H -0.999 2.962 -1.002
H 1.966 2.567 -0.719
H 0.730 3.550 0.149
H 0.594 0.463 0.047
H 0.844 2.896 2.000
H 1.200 0.766 3.728
H -0.353 0.157 2.894
H -0.385 1.622 3.750
H -0.374 -1.759 -4.455
H -0.117 -1.252 -2.999
O -0.325 -2.009 -3.581
H 3.379 -0.836 -0.232
H 2.247 -0.020 -0.985
O 3.134 -0.370 -1.032
H -3.242 -0.788 1.096
H -2.712 -1.659 2.339
O -2.683 -0.827 1.928
H -3.343 2.086 -0.150
H -3.565 0.968 -1.102
O -3.281 1.844 -1.091
H -3.089 1.539 1.335
H -2.050 2.917 1.281
O -2.858 2.443 1.440
H 4.282 2.359 -1.864
H 4.232 0.897 -1.721
O 4.765 1.709 -1.464
H 2.216 -2.554 2.989
H 1.739 -1.833 1.808
O 2.308 -2.623 1.928
H -3.780 -3.084 -2.821
H -2.496 -3.146 -1.816
O -3.451 -2.922 -1.869
H 0.969 -4.180 -0.047
H 1.501 -5.258 -0.952
O 1.728 -4.344 -0.744
H -3.531 -1.354 -0.927
H -4.842 -1.422 -0.238
O -4.117 -0.991 -0.237
H 4.831 1.468 0.886
H 3.822 2.271 0.600
O 4.513 2.221 1.301
H -0.588 -2.744 1.560
H 0.500 -3.334 2.292
O -0.266 -3.595 1.773
*
```

Summary:
calculated total energy = -1226.942189 Ha
Kohn-Sham gap = 0.3484 hartree
HOMO = -9.64 eV
ΔE to the lowest compared entry with this formula, charge and spin = 103.35 kcal/mol
LUMO energy = -0.16 eV


The following is a quantum chemistry calculation of a 12-piece molecular cluster, C6H35NO12 overall at a distorted geometry, from the Open Molecules 2025 dataset.

ORCA input file:
```
! wB97M-V def2-TZVPD RIJCOSX def2/J DEFGRID3
* xyz 0 1
C -0.647 -2.652 0.426
C -0.422 -1.140 0.211
C 0.992 -0.769 -0.178
N 1.147 0.704 -0.212
C 2.218 1.117 -1.131
C 1.520 1.161 1.150
C 1.077 2.587 1.343
O 1.660 3.338 2.087
H -0.759 -2.791 1.506
H -1.663 -2.880 0.169
H 0.246 -3.178 0.090
H -0.740 -0.503 1.039
H -1.057 -0.837 -0.630
H 1.735 -1.178 0.516
H 1.295 -1.213 -1.101
H 2.148 2.201 -1.248
H 3.244 0.981 -0.785
H 2.044 0.578 -2.056
H 2.556 0.958 1.431
H 0.969 0.527 1.832
H 0.196 2.898 0.751
O 3.170 -3.107 -1.333
H 2.737 -2.725 -2.122
H 3.172 -4.048 -1.452
O -1.413 1.590 -0.387
H -1.106 2.281 -1.026
H -0.650 0.985 -0.233
O -2.074 0.049 -2.405
H -2.946 0.126 -2.807
H -1.942 0.634 -1.623
O -2.794 -0.792 2.664
H -2.655 0.168 2.524
H -1.929 -0.975 3.126
O -1.246 -2.662 -2.469
H -1.314 -3.039 -1.565
H -1.436 -1.713 -2.312
O 0.547 0.662 -2.908
H 0.689 0.165 -2.113
H -0.376 0.462 -3.170
O -0.183 1.535 3.755
H 0.225 2.393 3.867
H -1.129 1.733 3.574
O -2.470 1.882 2.251
H -3.422 1.964 2.191
H -2.163 2.014 1.315
O 1.376 -2.217 -3.276
H 0.461 -2.434 -3.024
H 1.285 -1.324 -3.636
O -0.006 3.116 -1.965
H 0.437 2.379 -2.430
H 0.678 3.507 -1.420
O -0.384 -1.104 4.092
H -0.096 -0.179 4.137
H -0.800 -1.235 4.972
*
```

Summary:
calculated total energy = -1207.202646 Ha
Kohn-Sham gap = 0.3751 hartree
HOMO = -10.01 eV
ΔE to the lowest compared entry with this formula, charge and spin = 91.02 kcal/mol
LUMO energy = 0.20 eV


Question: Which of these has the highest Kohn-Sham gap?
Answer: C6H34NO11


Question: Which value of calculated total energy does entry 4 give?
Answer: -1130.676591 Ha